84
Properties=species:S:1:pos:R:3 method="wB97M-V/def2-TZVPD" total_charge=+1
H 3.62 -1.22 -0.54
C -2.36 3.43 1.35
C -5.02 -2.81 -4.75
H -0.25 2.45 2.85
C -0.90 1.62 -2.19
H -0.37 4.29 1.58
H -1.09 -1.83 4.66
H -4.64 1.11 -1.63
C -1.06 1.74 2.75
C -1.81 -1.83 3.85
H 4.00 -1.54 3.73
H -0.86 -2.00 -3.04
C 5.60 -1.22 0.23
O 1.66 -1.84 3.20
H 8.40 -0.97 2.15
H -3.95 4.08 2.68
H -5.64 -2.87 -2.15
H -3.15 5.40 1.82
C 4.22 -1.27 0.35
H 8.28 -2.20 0.89
H -1.42 3.05 -3.69
C 6.42 -1.26 1.36
H -2.40 -2.37 -4.90
C 2.55 3.06 -2.71
H 6.04 -1.14 -0.75
C -4.59 -2.68 -2.34
C 4.45 -1.44 2.76
H 3.07 3.79 -3.31
H -3.05 3.28 0.51
C 1.79 -3.34 -0.14
C 0.55 1.86 -2.16
C -3.59 1.27 -1.83
H 4.25 2.63 -1.49
S 1.93 -1.49 1.85
H 1.15 -4.22 -0.14
H -2.76 -2.20 4.22
C -3.11 -0.10 2.55
C 7.91 -1.22 1.21
H 0.68 3.35 -3.71
H -0.53 3.24 0.17
C -0.95 0.50 3.36
C 1.84 -2.79 -1.57
C 3.22 2.40 -1.69
H 6.45 -1.41 3.50
Ta 0.29 -0.62 -0.28
H -4.09 -2.51 -0.27
H 3.10 0.97 -0.12
C -1.05 3.98 0.78
C -4.12 -2.63 -3.65
C -1.95 -0.46 3.25
C 5.83 -1.37 2.62
O 1.12 -1.62 -1.68
N 1.23 -2.30 0.70
C -1.45 -1.98 -0.34
O 2.41 -3.26 -2.49
C -3.23 1.15 1.97
C -2.99 4.44 2.31
H 8.21 -0.49 0.46
H -0.93 -2.92 -0.12
O 1.26 -0.15 1.45
H -2.96 -0.12 -0.35
C -2.77 -2.40 -3.89
N -1.32 0.68 -1.30
C -1.90 -2.19 -2.83
C 2.56 1.44 -0.93
C -3.72 -2.47 -1.29
N -5.75 -2.96 -5.63
C 1.21 2.80 -2.94
H -0.07 0.27 3.94
C -2.65 0.56 -1.11
H -2.05 -1.81 0.57
C -3.15 2.15 -2.81
C -1.79 2.33 -2.97
H -2.34 4.60 3.17
C 1.22 1.13 -1.17
H -3.93 -0.81 2.48
C 3.66 -1.38 1.62
H -1.24 4.86 0.17
H -4.15 1.42 1.45
H 2.79 -3.65 0.16
H -3.86 2.70 -3.41
H -1.45 -2.55 3.10
C -2.20 2.08 2.02
C -2.36 -2.22 -1.51


Density functional theory data (ωB97M-V/def2-TZVPD) for C38H38CaCl3Ge2N3O3 as an isolated structure at a distorted geometry.

Structure (XYZ):
```
88
C38H38CaCl3Ge2N3O3, DFT ωB97M-V/def2-TZVPD
N 11.15 16.59 12.84
H 10.33 22.37 11.15
C 10.38 15.20 14.63
C 8.93 12.60 7.99
C 10.80 19.00 12.84
H 6.16 13.27 9.28
C 9.93 17.60 14.65
C 9.90 16.35 15.30
C 16.57 17.52 10.79
H 12.89 15.42 7.32
H 6.08 13.97 10.91
O 11.02 22.50 14.95
H 10.55 20.09 5.62
H 17.62 18.57 7.74
C 9.83 8.52 6.53
Cl 19.00 18.57 10.40
C 10.58 20.24 9.46
H 13.40 12.48 6.34
H 6.84 15.62 9.22
C 11.49 11.86 10.82
C 17.42 18.16 9.84
H 10.51 22.39 9.31
Ge 11.29 13.62 8.32
C 10.62 17.66 13.45
C 10.18 12.04 7.79
Ge 8.89 14.59 8.17
H 8.44 10.12 6.85
H 12.70 13.68 10.47
H 9.43 16.25 16.26
C 10.66 19.04 7.49
H 11.52 14.58 12.96
N 10.77 19.02 11.51
Cl 15.15 18.37 6.61
C 6.78 13.67 10.11
N 10.74 19.08 8.79
C 10.43 21.42 7.36
C 12.55 14.40 6.94
C 12.16 9.00 6.98
H 14.24 13.15 7.67
O 13.32 17.71 9.02
H 11.22 10.96 10.26
H 10.32 22.36 6.80
C 10.57 20.21 6.71
C 16.93 18.32 8.53
C 14.61 17.72 9.27
H 11.41 7.09 6.47
C 11.01 15.41 13.41
H 6.89 13.54 5.75
H 14.42 13.81 5.95
C 10.50 21.45 8.76
H 9.52 18.49 15.06
H 7.41 12.85 10.49
C 9.48 9.83 6.88
H 10.70 20.04 14.74
C 10.48 10.72 7.28
H 10.24 14.18 14.95
C 10.95 22.64 13.71
H 12.15 11.58 11.68
H 10.57 12.30 11.24
C 10.73 20.14 13.64
H 12.60 11.01 7.67
H 10.64 18.09 7.02
C 15.58 18.10 8.23
H 8.03 15.37 10.46
H 8.76 15.17 5.59
H 7.92 16.37 6.66
H 6.06 14.51 6.97
C 12.25 12.82 9.91
H 6.26 15.18 5.34
H 16.95 17.16 11.75
C 10.52 20.19 10.91
C 7.53 14.90 9.63
C 10.76 21.35 12.97
H 11.94 14.55 6.02
Cl 14.20 16.62 11.78
H 13.22 8.69 6.97
C 10.57 21.40 11.60
H 8.03 12.03 8.28
H 9.09 7.82 6.23
C 13.72 13.45 6.74
H 13.15 12.27 9.51
Ca 11.68 17.32 10.33
C 8.06 15.28 6.44
O 11.08 23.67 13.03
C 6.74 14.59 6.12
C 11.16 8.11 6.63
C 15.21 17.34 10.54
C 11.84 10.32 7.29
```


Computed values of gap between HOMO and LUMO (unit: eV) for the preceding records, in sequence: 7.2 6.8.
Computed values of highest occupied orbital energy (unit: eV) for the preceding records, in sequence: -11.3 -7.7.
Computed values of energy relative to the best compared isomer or geometry (same formula, charge and spin) (unit: kJ/mol) for the preceding records, in sequence: 24.49 0.00.